(1)
A molecular structure, C34H45N5OP2S3TeZn, computed with wB97M-V/def2-TZVPD.

The geometry in XYZ format:
```
92
Properties=species:S:1:pos:R:3:lowdin_charge:R:1
Zn -0.152 -0.773 -0.045 0.245
C -1.346 1.645 2.925 -0.292
P -1.169 1.488 1.101 0.749
C -2.977 1.714 0.749 -0.279
C -0.536 3.136 0.634 -0.400
C 0.060 4.008 1.536 -0.085
C 0.444 5.274 1.129 -0.075
C 0.228 5.689 -0.175 -0.080
C -0.310 4.805 -1.093 -0.092
C -0.668 3.521 -0.706 -0.388
P -1.283 2.231 -1.852 0.749
C -2.770 3.076 -2.560 -0.261
C -0.192 2.468 -3.320 -0.266
H -1.908 2.547 3.168 0.051
H -0.372 1.661 3.405 -0.001
H -1.889 0.770 3.283 0.037
H -3.266 2.747 0.939 0.053
H -3.539 1.054 1.409 0.036
H -3.210 1.448 -0.280 -0.022
H 0.237 3.700 2.555 0.096
H 0.902 5.949 1.837 0.104
H 0.496 6.690 -0.482 0.103
H -0.464 5.127 -2.114 0.096
H -2.483 3.987 -3.083 0.037
H -3.484 3.314 -1.775 0.033
H -3.230 2.380 -3.260 0.038
H -0.025 3.522 -3.543 0.033
H -0.695 1.991 -4.161 0.042
H 0.758 1.969 -3.147 0.001
C -5.235 -2.610 2.380 -0.091
C -4.196 -3.663 1.985 -0.238
C -2.827 -3.113 2.126 -0.599
N -2.123 -2.614 1.188 -0.014
N -0.937 -2.121 1.562 -0.083
C -0.696 -2.226 2.845 -0.692
N 0.422 -1.823 3.431 0.091
S -2.026 -3.005 3.702 1.080
H -6.240 -3.003 2.243 0.074
H -5.124 -1.728 1.753 0.076
H -5.109 -2.328 3.426 0.069
H -4.342 -3.957 0.945 0.113
H -4.301 -4.539 2.627 0.108
H 0.947 -1.077 2.917 -0.034
H 0.473 -1.833 4.437 0.103
C 0.931 -4.746 -3.676 -0.054
C 1.311 -3.526 -4.510 -0.200
N 2.742 -3.427 -4.689 -0.056
C 3.379 -4.375 -5.595 -0.195
C 4.219 -5.419 -4.867 -0.069
C 3.551 -2.490 -4.158 -0.424
O 4.745 -2.454 -4.414 0.062
C 2.993 -1.433 -3.255 -0.092
C 3.415 -0.126 -3.495 0.021
C 3.038 0.875 -2.621 -0.040
C 2.228 0.544 -1.547 -0.179
N 1.815 -0.694 -1.317 -0.017
C 2.212 -1.665 -2.131 -0.091
H -0.140 -4.756 -3.497 0.042
H 1.448 -4.731 -2.719 0.076
H 1.201 -5.662 -4.194 0.071
H 0.935 -2.623 -4.026 0.097
H 0.836 -3.594 -5.496 0.126
H 4.040 -3.807 -6.257 0.122
H 2.601 -4.858 -6.187 0.119
H 4.969 -4.928 -4.254 0.069
H 4.738 -6.046 -5.586 0.074
H 3.604 -6.051 -4.234 0.063
H 4.038 0.068 -4.354 0.127
H 3.353 1.894 -2.781 0.115
H 1.896 1.296 -0.842 0.073
H 1.888 -2.662 -1.866 0.117
Te -1.705 -0.952 -2.084 0.784
C -2.232 -2.980 -2.468 -1.005
C -2.351 -4.049 -1.639 -0.279
C -2.834 -5.214 -2.277 -0.215
C -3.082 -5.026 -3.596 -0.437
S -2.721 -3.406 -4.079 0.882
H -2.112 -3.984 -0.595 0.057
H -2.998 -6.152 -1.778 0.096
H -3.451 -5.734 -4.312 0.055
S 1.407 0.436 1.700 0.592
C 2.981 0.236 2.480 -0.630
C 3.953 -0.613 1.965 -0.117
C 5.181 -0.715 2.591 -0.097
C 5.451 0.009 3.742 -0.108
C 4.477 0.844 4.267 -0.102
C 3.250 0.954 3.644 -0.133
H 3.742 -1.176 1.065 0.093
H 5.939 -1.365 2.176 0.100
H 6.411 -0.078 4.230 0.095
H 4.676 1.416 5.163 0.099
H 2.491 1.609 4.045 0.090
```

Summary:
gap between HOMO and LUMO	7.2	eV

---

(2)
C3H6N4O3 in the gas phase, computed with wB97M-V/def2-TZVPD.

The geometry in XYZ format:
```
16
Properties=species:S:1:pos:R:3:nbo_charge:R:1
C -1.207 -0.122 -0.066 -0.170
C -1.909 0.721 0.702 0.454
C -0.070 -0.645 0.606 0.628
N 1.388 0.498 -0.791 -0.191
N 1.072 -0.564 -0.098 -0.046
N -1.298 -0.289 -1.461 -0.792
N -2.632 1.236 1.471 -0.580
O -0.035 -1.133 1.732 -0.605
O 2.139 1.488 -0.096 -0.562
O 2.238 -1.072 0.664 -0.628
H -2.177 0.201 -1.638 0.370
H -0.473 0.101 -1.965 0.384
H -2.638 2.175 1.876 0.408
H 1.930 0.316 -1.618 0.347
H 2.875 0.910 0.213 0.471
H 1.658 -1.535 1.450 0.512
```

Summary:
gap between HOMO and LUMO	8.8	eV
SMILES	N=C=C(N)C(=O)N(O)NO

---

(3)
2 unconnected molecules or ions with the total composition CH6N2O2, computed with wB97M-V/def2-TZVPD.

The geometry in XYZ format:
```
11
Properties=species:S:1:pos:R:3:nbo_charge:R:1
C -0.155 -1.518 -1.077 -0.249
O -0.699 -0.210 -0.973 -0.750
H 0.028 0.433 -1.006 0.495
H 0.314 -1.680 -2.054 0.169
H -0.981 -2.219 -0.968 0.183
H 0.585 -1.713 -0.293 0.162
N -0.636 1.255 1.563 -0.254
N 0.641 1.284 1.523 -0.008
O 0.804 1.812 0.263 -0.498
H 1.052 1.886 2.251 0.383
H -0.952 0.670 0.772 0.367
```

Summary:
gap between HOMO and LUMO (alpha / beta)	8.9 / 8.2	eV
SMILES	[H]/N=[NH+]\[O-].CO

---

(4)
A molecular structure, C24H42FeNOP3, computed with wB97M-V/def2-TZVPD.

The geometry in XYZ format:
```
72
Properties=species:S:1:pos:R:3:mulliken_spin:R:1
Fe -0.002 -0.090 0.172 4.044
P 0.805 -2.453 -0.015 0.186
P -1.154 -0.213 -1.695 0.026
P -1.095 -1.013 2.034 0.131
H 1.141 2.393 0.650 0.002
C 0.960 1.650 1.435 0.096
C 1.806 0.578 1.635 0.025
H 2.711 0.464 1.021 0.009
C 2.241 -2.852 -1.094 0.040
C -0.352 -3.750 -0.663 0.021
C 1.434 -3.265 1.514 0.036
C -1.106 1.496 -2.368 0.041
C -0.593 -1.161 -3.171 0.023
C -2.917 -0.664 -1.688 0.022
C -0.161 -1.185 3.614 0.020
C -2.055 -2.594 2.015 0.016
C -2.458 0.040 2.640 0.021
H 0.259 1.989 2.202 0.004
H 1.830 0.052 2.591 -0.001
H 3.138 -2.329 -0.742 -0.004
H 2.048 -2.558 -2.133 -0.001
H 2.430 -3.934 -1.048 0.007
H -0.751 -3.482 -1.647 -0.003
H -1.196 -3.928 0.011 0.001
H 0.230 -4.680 -0.758 0.006
H 2.054 -2.556 2.078 -0.002
H 2.070 -4.107 1.212 0.004
H 0.636 -3.643 2.163 0.002
H -2.110 1.936 -2.410 0.005
H -0.707 1.389 -3.378 0.007
H -0.411 2.133 -1.793 -0.003
H -1.420 -1.160 -3.901 0.006
H -0.317 -2.199 -2.945 -0.003
H 0.293 -0.675 -3.603 0.001
H -3.309 -0.439 -2.696 0.007
H -3.456 -0.088 -0.924 -0.005
H -3.020 -1.734 -1.453 0.001
H -0.874 -1.371 4.429 0.003
H 0.381 -0.256 3.821 0.002
H 0.555 -2.012 3.570 -0.001
H -2.755 -2.575 2.864 0.002
H -1.423 -3.485 2.112 -0.002
H -2.642 -2.668 1.091 0.001
H -2.621 -0.150 3.714 0.005
H -3.376 -0.183 2.078 0.006
H -2.197 1.091 2.480 0.006
C -2.704 3.322 1.314 0.009
C -3.496 4.083 0.434 0.008
C -4.293 5.106 0.951 -0.003
C -4.332 5.356 2.324 0.013
C -3.614 4.540 3.202 -0.003
C -2.788 3.537 2.698 0.006
O -1.699 2.472 0.893 0.045
H -1.865 1.850 0.139 0.016
H -3.467 3.879 -0.638 0.000
H -4.908 5.704 0.278 0.000
H -4.940 6.172 2.714 0.000
H -3.690 4.669 4.282 0.000
H -2.209 2.914 3.377 0.001
N 1.464 0.347 -1.111 0.021
C 2.489 0.369 -1.679 0.043
C 3.756 0.230 -2.274 0.007
C 3.940 0.361 -3.666 0.009
C 5.202 0.152 -4.222 -0.003
C 6.284 -0.186 -3.399 0.012
C 6.110 -0.307 -2.017 -0.003
C 4.856 -0.095 -1.450 0.008
H 3.085 0.617 -4.288 0.000
H 5.338 0.251 -5.303 0.000
H 7.271 -0.352 -3.837 0.000
H 6.955 -0.571 -1.374 0.000
H 4.712 -0.182 -0.371 0.000
```

Summary:
total charge	+3
⟨S²⟩	8.768
spin multiplicity	6
gap between HOMO and LUMO (alpha / beta)	6.3 / 3.6	eV

---

(5)
14 unconnected molecules or ions with the total composition C52H128O32S2, computed with wB97M-V/def2-TZVPD.

The geometry in XYZ format:
```
214
Properties=species:S:1:pos:R:3:lowdin_charge:R:1
C -0.324 -2.328 1.284 -0.060
O -1.121 -3.449 1.703 -0.167
C -1.537 -4.289 0.650 -0.225
C -2.540 -5.304 0.998 -0.219
O -3.769 -4.665 1.028 -0.209
C -4.913 -5.443 1.086 -0.105
H 0.575 -2.582 0.734 0.062
H -0.130 -1.783 2.221 0.100
H -0.893 -1.670 0.650 0.074
H -0.659 -4.757 0.134 0.125
H -2.055 -3.644 -0.096 0.114
H -2.291 -5.801 1.953 0.141
H -2.527 -6.138 0.316 0.118
H -4.726 -6.343 0.460 0.099
H -5.797 -4.810 0.749 0.099
H -5.104 -5.792 2.103 0.087
C 1.941 7.182 -4.955 -0.132
O 1.535 5.938 -4.406 -0.215
C 0.344 5.440 -5.131 -0.131
C 0.066 3.916 -4.789 -0.173
O 0.174 3.529 -3.424 -0.195
C -0.940 4.005 -2.726 -0.114
H 1.170 7.968 -4.806 0.091
H 2.076 7.114 -6.016 0.065
H 2.929 7.550 -4.610 0.095
H 0.538 5.382 -6.221 0.122
H -0.420 6.211 -4.898 0.124
H 0.770 3.236 -5.282 0.090
H -0.936 3.714 -5.179 0.118
H -1.931 3.691 -3.184 0.104
H -0.904 5.110 -2.719 0.103
H -0.916 3.625 -1.722 0.048
C 2.595 6.772 6.657 -0.113
O 2.051 5.493 6.399 -0.199
C 2.823 4.770 5.486 -0.207
C 2.123 3.359 5.336 -0.124
O 0.799 3.626 4.739 -0.198
C 0.927 3.731 3.337 -0.128
H 1.934 7.290 7.385 0.099
H 2.674 7.393 5.738 0.091
H 3.620 6.657 7.039 0.082
H 3.830 4.787 5.928 0.121
H 2.880 5.314 4.535 0.109
H 1.971 2.929 6.327 0.121
H 2.692 2.708 4.693 0.105
H -0.035 3.986 2.923 0.077
H 1.268 2.829 2.765 0.090
H 1.483 4.718 3.095 0.100
C -5.564 -2.612 -0.462 -0.138
O -5.043 -1.415 -0.881 -0.193
C -3.851 -1.580 -1.617 -0.158
C -4.261 -2.271 -2.942 -0.195
O -5.237 -1.377 -3.504 -0.193
C -5.368 -1.724 -4.873 -0.116
H -6.001 -2.556 0.563 0.085
H -4.730 -3.284 -0.370 0.059
H -6.345 -2.955 -1.164 0.115
H -3.177 -2.346 -1.136 0.119
H -3.302 -0.655 -1.767 0.119
H -4.656 -3.273 -2.727 0.128
H -3.352 -2.356 -3.523 0.100
H -4.382 -1.771 -5.350 0.076
H -5.950 -0.887 -5.250 0.090
H -5.814 -2.738 -5.046 0.104
C -7.100 0.121 1.180 -0.076
O -6.832 -0.936 2.099 -0.192
C -5.459 -1.116 2.469 -0.204
C -5.247 -0.325 3.729 -0.204
O -3.878 -0.228 4.071 -0.197
C -3.246 -1.425 4.542 -0.062
H -8.193 0.192 1.225 0.106
H -6.705 -0.013 0.159 0.087
H -6.662 1.013 1.606 0.054
H -4.776 -0.748 1.670 0.113
H -5.259 -2.201 2.587 0.130
H -5.847 -0.800 4.514 0.137
H -5.649 0.659 3.570 0.100
H -2.153 -1.267 4.661 0.086
H -3.295 -2.193 3.788 0.074
H -3.636 -1.744 5.494 0.087
C 1.494 -0.775 -1.023 -0.098
O 0.257 -0.285 -1.551 -0.171
C 0.036 1.082 -1.378 -0.196
C -0.712 1.348 -0.103 -0.211
O 0.034 0.863 0.982 -0.195
C -0.798 0.904 2.146 -0.084
H 1.453 -0.650 0.053 0.065
H 2.402 -0.372 -1.451 0.076
H 1.492 -1.843 -1.293 0.068
H -0.653 1.239 -2.247 0.125
H 0.949 1.695 -1.406 0.111
H -1.647 0.781 -0.130 0.111
H -0.873 2.424 0.087 0.110
H -1.114 1.952 2.385 0.095
H -0.208 0.552 2.972 0.064
H -1.710 0.215 2.087 0.109
C 2.539 -3.510 6.767 -0.113
O 1.782 -2.323 6.931 -0.199
C 2.298 -1.081 6.460 -0.196
C 1.827 -0.715 5.077 -0.166
O 0.395 -0.547 5.061 -0.215
C -0.053 0.627 5.742 -0.083
H 3.696 -3.367 6.858 0.113
H 2.344 -3.957 5.774 0.066
H 2.172 -4.261 7.498 0.087
H 3.366 -1.224 6.496 0.110
H 2.003 -0.418 7.286 0.122
H 1.974 -1.617 4.450 0.132
H 2.374 0.165 4.748 0.109
H 0.242 0.661 6.809 0.087
H -1.140 0.657 5.636 0.089
H 0.462 1.508 5.318 0.061
C 5.153 -3.075 -3.345 -0.134
O 4.109 -2.130 -3.435 -0.223
C 4.633 -0.853 -3.936 -0.156
C 3.427 -0.055 -4.357 -0.212
O 3.931 1.204 -4.759 -0.158
C 2.936 2.181 -4.870 -0.116
H 5.430 -3.464 -4.345 0.090
H 4.837 -3.951 -2.742 0.090
H 6.044 -2.646 -2.891 0.087
H 5.304 -0.987 -4.837 0.147
H 5.170 -0.299 -3.156 0.134
H 2.759 0.087 -3.519 0.106
H 2.911 -0.614 -5.062 0.108
H 2.389 2.062 -5.850 0.102
H 3.376 3.189 -4.846 0.104
H 2.221 2.114 -4.090 0.052
C 3.519 0.572 1.741 -0.060
O 3.958 -0.337 2.769 -0.166
C 5.234 -0.877 2.560 -0.223
C 6.330 0.124 2.309 -0.215
O 6.127 0.628 1.029 -0.177
C 6.499 1.937 0.917 -0.131
H 3.631 0.111 0.758 0.094
H 3.912 1.530 1.882 0.041
H 2.440 0.786 1.903 0.090
H 5.314 -1.535 1.724 0.103
H 5.502 -1.521 3.379 0.118
H 7.335 -0.295 2.465 0.130
H 6.316 0.965 3.054 0.141
H 7.523 2.132 1.156 0.088
H 5.938 2.606 1.553 0.071
H 6.245 2.162 -0.069 0.081
C -5.083 3.339 -5.141 -0.105
O -4.050 3.181 -4.195 -0.182
C -3.903 1.819 -3.790 -0.197
C -3.041 1.000 -4.646 -0.212
O -1.667 1.260 -4.437 -0.223
C -0.824 0.257 -4.925 -0.086
H -4.714 2.990 -6.085 0.075
H -5.235 4.424 -5.151 0.096
H -6.038 2.854 -4.961 0.087
H -4.896 1.324 -3.763 0.131
H -3.476 1.760 -2.806 0.109
H -3.182 0.942 -5.778 0.152
H -3.226 -0.088 -4.323 0.116
H -1.011 0.098 -6.033 0.115
H -1.011 -0.658 -4.325 0.084
H 0.154 0.646 -4.703 0.073
C 1.729 -4.621 -4.850 -0.060
O 0.319 -4.291 -4.707 -0.183
C 0.026 -3.521 -3.586 -0.242
C 0.072 -4.329 -2.374 -0.214
O -1.042 -5.248 -2.271 -0.196
C -0.826 -6.534 -2.831 -0.090
H 2.393 -3.873 -4.495 0.053
H 1.905 -4.680 -5.930 0.093
H 1.964 -5.580 -4.344 0.092
H -1.015 -3.066 -3.750 0.143
H 0.729 -2.681 -3.456 0.122
H -0.074 -3.652 -1.536 0.096
H 1.038 -4.810 -2.195 0.127
H -1.696 -7.125 -2.620 0.079
H 0.056 -6.945 -2.327 0.086
H -0.550 -6.490 -3.899 0.088
C 3.405 -3.168 -0.012 -0.071
O 4.702 -3.637 0.487 -0.183
C 4.450 -4.566 1.516 -0.217
C 3.769 -4.046 2.777 -0.178
O 2.331 -4.030 2.825 -0.220
C 1.630 -5.262 2.850 -0.094
H 2.819 -4.040 -0.389 0.095
H 3.574 -2.502 -0.873 0.074
H 2.799 -2.728 0.766 0.065
H 5.432 -4.905 1.816 0.121
H 3.902 -5.416 1.080 0.123
H 4.054 -3.009 3.015 0.105
H 4.179 -4.669 3.591 0.124
H 0.613 -5.047 3.146 0.084
H 2.099 -5.833 3.661 0.084
H 1.709 -5.890 1.974 0.076
C 1.118 5.369 0.133 -0.169
C 1.776 5.689 -1.111 -0.101
O 3.109 5.013 -0.914 -0.200
S 3.000 3.687 0.008 0.625
O 3.831 3.831 1.159 -0.233
O 3.021 2.496 -0.797 -0.229
O 1.441 3.957 0.337 -0.231
H 0.029 5.286 0.137 0.120
H 1.368 5.921 1.057 0.136
H 1.949 6.783 -1.238 0.158
H 1.309 5.183 -1.951 0.101
C -4.328 1.692 0.581 -0.167
C -4.219 2.341 1.939 -0.111
O -3.668 3.721 1.718 -0.193
S -3.574 4.006 0.124 0.635
O -2.340 4.710 -0.067 -0.238
O -4.826 4.488 -0.449 -0.229
O -3.470 2.485 -0.277 -0.218
H -5.349 1.685 0.256 0.097
H -4.132 0.639 0.598 0.096
H -3.552 1.804 2.618 0.106
H -5.259 2.413 2.409 0.139
```

Summary:
gap between HOMO and LUMO	9.5	eV

---

(6)
A molecular structure, C4H6I2S, computed with wB97M-V/def2-TZVPD.

The geometry in XYZ format:
```
13
Properties=species:S:1:pos:R:3:nbo_charge:R:1
C 1.025 0.334 0.386 -0.350
C 1.604 0.539 -0.826 -0.356
C -2.045 0.598 0.266 -0.454
C -0.119 -0.556 0.453 -0.339
S -0.508 -1.669 -0.865 0.020
I 3.218 1.764 -1.139 0.155
I -0.385 -1.538 2.386 0.099
H 1.312 0.795 1.401 0.254
H 1.577 -0.088 -1.664 0.222
H -1.562 1.515 -0.253 0.226
H -2.517 -0.127 -0.332 0.190
H -2.408 0.592 1.300 0.212
H 0.808 -2.160 -1.113 0.122
```

Summary:
gap between HOMO and LUMO	8.0	eV